No. 1
C4H7NO | ωB97M-V/def2-TZVPD

Geometry (Å):
1 C -1.62450 -0.70199 0.32667
2 C -0.24457 -0.23242 0.18527
3 C 0.27387 1.20511 0.29649
4 O 1.59468 1.09103 -0.20753
5 C 1.58844 -0.25731 -0.62358
6 N 0.69580 -1.08365 0.09324
7 H -1.72178 -1.70977 -0.08866
8 H -2.33012 -0.02201 -0.14916
9 H -1.82688 -0.74476 1.39589
10 H 1.08025 -0.18179 -1.65823
11 H 0.29878 1.50530 1.35765
12 H -0.30980 1.93120 -0.27887
13 H 2.50109 -0.81160 -0.75524

Force components x, y, z for each atom (eV/Å):
C -0.70 0.11 0.55
C -0.59 -0.76 2.26
C -0.46 -0.02 -0.38
O 0.18 -0.37 1.14
C 1.32 -0.40 -3.85
N -1.56 0.82 -0.59
H 0.05 0.29 0.10
H -0.10 -0.02 0.09
H -0.48 -0.01 0.13
H 1.40 -0.51 0.68
H -0.25 -0.03 -0.31
H 0.06 0.03 -0.03
H 1.13 0.86 0.22

For the HOMO energy, the calculation gives -9.30 eV. For the energy relative to the best compared isomer or geometry (same formula, charge and spin), the calculation gives 2.7185 eV. The calculation puts the maximum force at 0.07964 Eh/bohr. Its HOMO-LUMO gap is 10.0 eV. Its LUMO energy is 0.74 eV. As for the spin multiplicity: 1.


No. 2
C29H23F3MnN3S3 | ωB97M-V/def2-TZVPD

Geometry (Å):
1 Mn 2.22543 0.85922 -0.65882
2 C 3.79710 -0.96714 1.95018
3 C 4.24472 0.46533 1.70177
4 N 3.62309 1.31874 0.98589
5 C 4.22124 2.59042 1.01060
6 C 5.32561 2.70538 1.77097
7 S 5.61927 1.15841 2.44714
8 C 3.44737 3.59553 0.30255
9 C 3.41902 4.94750 0.39991
10 S 2.29976 5.60092 -0.68373
11 C 1.80346 4.02879 -1.13956
12 N 2.45269 3.05993 -0.58915
13 C 0.77634 3.82462 -2.14115
14 H 4.23900 -1.26443 2.93126
15 H 4.22233 -1.60152 1.20596
16 H 2.67091 -1.13443 1.95455
17 H 6.00123 3.55523 1.88080
18 H 4.00685 5.59562 0.96135
19 H 0.85203 4.31862 -3.08569
20 H -0.24720 4.04127 -1.73487
21 H 0.76017 2.76783 -2.39147
22 N 0.22039 0.96858 -0.22583
23 S -0.76690 1.55924 0.87512
24 C -2.02278 2.35477 -0.07677
25 C -2.69556 1.59825 -1.03799
26 C -3.58951 2.21481 -1.94473
27 C -3.98230 3.55678 -1.69152
28 C -3.32423 4.26448 -0.67420
29 C -2.42250 3.64664 0.16100
30 C -1.70046 0.14880 1.54321
31 C -1.06305 -1.02534 1.40343
32 C -1.69386 -2.17793 1.74445
33 C -2.99188 -2.18638 2.27837
34 C -3.64209 -0.91988 2.51175
35 C -2.91257 0.22852 2.15195
36 H -0.21750 0.41661 -0.98116
37 H -2.60216 0.51559 -1.20682
38 H -4.12397 1.70681 -2.77598
39 H -4.75815 4.05603 -2.24508
40 H -3.70666 5.31322 -0.56920
41 H -1.99220 4.21991 1.02680
42 H -0.07507 -1.03080 0.99394
43 H -1.27752 -3.15409 1.63232
44 H -3.48698 -3.07363 2.46816
45 H -4.67560 -0.77063 2.86992
46 H -3.43171 1.17495 2.25176
47 F -2.16075 -7.01726 -2.00763
48 C -1.75753 -6.53964 -0.82236
49 F -2.77389 -6.08558 -0.09966
50 F -1.20868 -7.51405 -0.08638
51 C -0.77144 -5.40288 -0.98944
52 C 0.61195 -5.54347 -0.77093
53 C 1.45229 -4.44812 -0.97692
54 C 0.95525 -3.22372 -1.39018
55 C -0.43227 -3.09924 -1.62005
56 C -1.29253 -4.13680 -1.31764
57 C 1.76955 -2.04086 -1.46260
58 C 2.37366 -0.96615 -1.51797
59 H 1.02913 -6.39131 -0.31289
60 H 2.56322 -4.58796 -0.72469
61 H -0.84120 -2.09491 -1.90299
62 H -2.34240 -3.97919 -1.55907

Force components x, y, z for each atom (eV/Å):
Mn 0.42 0.42 0.34
C -0.30 0.55 1.24
C 0.27 -1.07 1.07
N -0.50 1.38 -0.95
C -1.14 -0.29 -0.20
C 0.23 -0.45 -0.21
S 0.81 -0.34 0.76
C -1.23 -0.40 -0.78
C -0.14 -1.26 -0.80
S -0.59 0.20 -0.13
C 0.37 0.86 -0.44
N 1.82 0.85 1.09
C -2.40 -1.11 -0.09
H -0.58 0.00 -0.68
H 0.25 -0.53 -0.66
H 1.48 0.59 0.00
H -0.36 -0.41 0.10
H 0.99 0.73 0.99
H 0.46 0.80 -0.35
H 0.82 -0.04 -0.27
H -0.06 -0.21 0.02
N -0.12 -0.29 -0.23
S -0.10 0.01 -0.09
C -1.38 -1.08 -0.11
C -0.76 -0.12 -2.05
C -0.92 0.93 0.78
C 1.67 -0.94 0.41
C -2.17 0.97 -0.82
C 1.27 1.59 1.31
C 0.60 1.41 -0.22
C 1.23 -0.94 -0.48
C -1.93 -1.43 1.10
C 0.20 3.83 -0.25
C 1.37 -0.76 -0.66
C -2.34 0.21 0.39
H -0.22 0.25 0.72
H 0.58 0.48 0.44
H 0.70 -0.06 0.90
H -0.02 -0.05 -0.34
H 0.85 -1.04 0.45
H -0.30 -0.61 -1.03
H 0.43 -0.25 -0.32
H 0.71 -0.31 -0.30
H -0.83 -1.68 0.42
H 0.78 -0.48 -0.08
H 0.16 0.15 0.02
F -0.31 -0.12 0.54
C 1.78 0.93 0.52
F -1.37 -0.07 -0.16
F 0.01 -0.71 -0.38
C 0.46 0.62 0.03
C -1.20 1.57 -0.39
C 1.66 -0.85 0.75
C -0.35 0.44 -0.15
C 0.03 1.07 0.61
C 0.34 -0.48 -1.38
C 0.53 0.85 -0.32
C -0.64 -1.04 0.14
H 0.27 -1.29 0.11
H -1.82 0.44 -0.52
H 0.45 -1.11 0.17
H 0.08 -0.30 0.40

Its expectation value of S² is 8.762. For the HOMO energy (alpha / beta), the calculation gives -10.50 / -10.78 eV. Its total charge is +1. The calculation puts the maximum force at 0.07469 Eh/bohr. Its HOMO-LUMO gap (alpha / beta) is 8.0 / 8.2 eV. Its LUMO energy (alpha / beta) is -2.51 / -2.58 eV. As for the spin multiplicity: 6.


No. 3
C4H13NO2 | ωB97M-V/def2-TZVPD

Geometry (Å):
1 C -2.37844 -0.54159 -0.06810
2 O -2.91444 0.77002 0.17678
3 C -0.77748 -0.69362 -0.17161
4 C -0.07981 0.61934 -0.38985
5 C 1.22702 0.30481 -1.19067
6 N 1.87888 -0.90905 -0.67131
7 H -2.80393 -0.96352 -1.02293
8 H -2.64382 -1.27883 0.67491
9 H -1.18427 0.01645 2.08153
10 H -0.47470 -1.20999 -1.10716
11 H -0.42213 -1.36022 0.61617
12 H 0.22131 0.97861 0.60235
13 H -0.63597 1.44274 -0.99912
14 H 0.90404 0.13263 -2.24157
15 H 1.85643 1.23470 -1.09708
16 H 2.48101 0.26570 0.92597
17 H 2.79128 -1.01266 -1.13486
18 H 2.55749 0.63914 2.43649
19 H -2.17690 0.55921 1.02177
20 O 2.57443 1.00612 1.55829

Force components x, y, z for each atom (eV/Å):
C 0.14 -2.46 -3.59
O 3.99 -2.32 3.34
C -1.95 -0.01 -2.48
C 0.74 0.65 -0.65
C 0.20 -0.36 2.41
N -0.58 1.89 -0.86
H 0.28 0.66 0.70
H -0.58 0.03 0.64
H 0.22 0.33 -0.13
H -1.15 -0.41 0.33
H 0.27 0.64 0.35
H 0.00 0.72 -0.04
H 0.57 -1.68 1.35
H 0.17 0.01 0.10
H 0.21 -0.88 -0.81
H 0.01 0.12 0.67
H -0.06 0.24 0.08
H -0.05 -0.38 0.37
H -2.51 3.03 -0.88
O 0.08 0.16 -0.90

For the HOMO energy, the calculation gives -8.11 eV. For the energy relative to the best compared isomer or geometry (same formula, charge and spin), the calculation gives 10.5380 eV. The calculation puts the maximum force at 0.11082 Eh/bohr. Its HOMO-LUMO gap is 3.5 eV. Its LUMO energy is -4.63 eV. As for the spin multiplicity: 1.


No. 4
C6H15NO | ωB97M-V/def2-TZVPD

Geometry (Å):
1 C -0.38737 1.10133 -2.18355
2 C -1.11599 0.05947 1.98803
3 N -0.26929 1.55130 -0.81744
4 C -0.48206 -0.55813 0.78455
5 C -1.04366 -1.49866 0.03132
6 O -1.47318 2.25940 -0.50579
7 H -1.16240 3.09954 -0.14663
8 H -1.22774 0.40867 -2.34033
9 H -0.49920 1.96111 -2.84995
10 H 0.53673 0.57942 -2.43293
11 H -1.39383 -0.69937 2.72042
12 H -1.99311 0.64389 1.71107
13 H -0.44372 0.75110 2.49902
14 H -0.54892 -1.96786 -0.80382
15 H -2.04152 -1.84771 0.25446
16 C 1.34754 -0.48352 0.88457
17 C 2.08100 -1.22457 -0.20547
18 H 1.72186 -2.25093 -0.28600
19 H 1.69473 0.53948 1.03476
20 H 1.46759 -0.97426 1.84952
21 H 0.13161 0.56283 -0.03392
22 H 3.14903 -1.27438 0.01936
23 H 1.95192 -0.73812 -1.17127

Force components x, y, z for each atom (eV/Å):
C -0.10 -0.22 0.50
C -0.02 0.48 0.17
N 2.33 -0.98 1.17
C 3.28 -1.31 0.89
C 0.12 0.00 0.11
O 0.06 -0.81 0.47
H 0.08 -0.20 -0.07
H -0.08 -0.02 -0.05
H -0.05 -0.10 0.04
H 0.04 -0.01 -0.08
H -0.08 -0.05 -0.09
H -0.09 -0.11 -0.03
H 0.08 -0.02 -0.10
H 0.21 -0.09 -0.01
H -0.25 0.21 -0.15
C -2.55 -0.43 0.32
C -0.23 -0.02 -0.03
H -0.02 0.02 -0.02
H -0.26 0.11 -0.27
H -0.07 -0.13 0.03
H -2.43 3.58 -2.72
H -0.05 0.11 -0.02
H 0.07 -0.01 -0.06

For the HOMO energy, the calculation gives -7.58 eV. For the energy relative to the best compared isomer or geometry (same formula, charge and spin), the calculation gives 5.9458 eV. The calculation puts the maximum force at 0.09929 Eh/bohr. Its HOMO-LUMO gap is 8.5 eV. Its LUMO energy is 0.90 eV. As for the spin multiplicity: 1.